A molecular structure, C16H34F2N6O7P2S2, computed with the ωB97M-V functional and the def2-TZVPD basis.

Each line ends with the Löwdin charge.
Positions of all 69 atoms, in Å:
C 7.263 -0.840 0.637  -0.101
C 6.277 0.127 1.318  -0.236
C 4.802 -0.303 1.233  -0.171
C 4.059 0.489 0.164  -0.303
C 4.591 0.229 -1.240  -0.020
N 2.607 0.159 0.177  -0.048
C 1.700 1.092 -0.040  -0.001
C 0.349 0.795 -0.045  -0.335
P -0.927 2.064 -0.401  0.992
P -0.528 3.641 1.008  0.239
O -0.119 3.083 2.300  -0.299
O 0.515 4.690 0.392  -0.167
O -1.916 4.402 0.991  -0.162
C -0.025 -0.503 0.211  -0.136
C -1.455 -0.904 0.299  -0.152
C -2.142 -0.316 1.566  -0.164
C -3.547 0.248 1.339  -0.451
C -4.219 0.438 2.700  -0.068
C -4.412 -0.649 0.454  -0.068
C 1.023 -1.444 0.405  -0.173
C 0.797 -2.909 0.631  -0.048
C 0.516 -3.713 -0.689  -0.649
N -0.806 -4.323 -0.758  0.085
N 1.466 -4.827 -0.693  0.069
N 0.597 -2.809 -1.835  0.093
N 2.294 -1.107 0.383  0.203
H 8.019 -0.298 0.067  0.071
H 6.764 -1.517 -0.058  0.063
H 7.802 -1.437 1.372  0.072
H 6.543 0.188 2.374  0.105
H 6.414 1.135 0.919  0.104
H 4.751 -1.363 0.982  0.106
H 4.308 -0.152 2.194  0.121
H 4.134 1.548 0.416  0.151
H 4.647 -0.848 -1.411  0.087
H 3.965 0.685 -2.007  0.086
H 5.606 0.619 -1.326  0.088
H 2.050 2.101 -0.219  0.144
H -0.510 2.609 -1.624  -0.030
H 0.083 5.497 0.082  0.085
H -2.428 4.282 0.158  0.031
H -1.976 -0.576 -0.601  0.111
H -1.518 -1.987 0.361  0.089
H -2.179 -1.104 2.325  0.121
H -1.509 0.476 1.981  0.101
H -3.461 1.225 0.866  0.072
H -3.518 0.866 3.421  0.078
H -5.066 1.120 2.612  0.084
H -4.562 -0.523 3.094  0.080
H -5.436 -0.274 0.444  0.086
H -4.407 -1.675 0.837  0.084
H -4.087 -0.653 -0.588  0.072
H -0.020 -3.062 1.335  0.118
H 1.705 -3.311 1.072  0.112
H -1.182 -4.507 0.163  0.083
H -1.454 -3.682 -1.203  0.077
H 1.098 -5.539 -1.314  0.074
H 2.372 -4.539 -1.045  0.072
H 0.080 -3.190 -2.618  0.087
H 1.555 -2.650 -2.119  0.079
N -4.591 2.427 -2.874  -0.301
S -6.114 2.024 -3.182  0.489
O -6.959 3.144 -3.417  -0.270
O -6.587 0.939 -2.390  -0.279
F -5.833 1.406 -4.603  -0.175
S -4.318 3.153 -1.530  0.467
O -2.981 3.699 -1.538  -0.388
O -4.735 2.487 -0.338  -0.276
F -5.225 4.447 -1.580  -0.163

Summary:
* Kohn-Sham gap: 7.51 eV
* charge: 0
* F_max: 1.44 eV Å⁻¹
* electronic energy: -3164.162871 a.u.


A molecular structure, C17H25BrN5O3PtS, computed with the ωB97M-V functional and the def2-TZVPD basis.

Each line ends with the Löwdin charge.
Positions of all 53 atoms, in Å:
Pt 0.190 -0.508 -0.029  1.092
N -0.590 1.871 0.993  0.046
C -1.379 2.574 0.079  -0.039
C -1.812 1.591 -1.321  -0.485
O -2.326 2.311 -2.133  0.276
O -1.564 0.367 -1.218  -0.142
H -1.089 1.552 1.813  0.115
H 0.272 2.344 1.229  0.122
H -0.881 3.424 -0.370  0.143
H -2.383 2.815 0.424  0.151
O 2.161 -0.986 1.165  -0.210
C 2.244 -2.298 1.821  -0.176
C 1.649 -2.253 3.217  -0.137
C 0.385 -1.391 3.317  -0.129
C -0.811 -1.957 2.606  -0.252
C -1.578 -2.943 3.217  0.028
C -2.727 -3.411 2.613  0.013
C -3.122 -2.856 1.397  -0.015
C -2.323 -1.896 0.829  -0.148
N -1.169 -1.463 1.402  -0.057
H 2.489 -0.329 1.792  0.111
H 3.284 -2.602 1.860  0.137
H 1.719 -2.991 1.167  0.091
H 2.387 -1.865 3.920  0.135
H 1.435 -3.278 3.531  0.138
H 0.572 -0.387 2.940  0.092
H 0.131 -1.281 4.371  0.140
H -1.277 -3.316 4.189  0.144
H -3.329 -4.174 3.091  0.139
H -4.044 -3.153 0.914  0.130
H -2.611 -1.409 -0.092  0.085
C -1.909 -4.602 -4.189  0.017
N -0.954 -4.130 -3.171  0.017
C -1.008 -2.956 -2.589  -0.676
N -1.909 -2.046 -2.887  0.205
S 0.243 -2.671 -1.367  0.966
H -1.782 -5.672 -4.311  0.115
H -1.717 -4.111 -5.145  0.120
H -2.933 -4.406 -3.869  0.110
H -0.185 -4.740 -2.922  0.148
H -2.585 -2.200 -3.625  0.145
H -1.961 -1.175 -2.366  0.074
Br 1.220 0.462 -5.604  0.880
C 1.927 0.550 -3.878  -0.665
C 3.266 0.828 -3.650  -0.036
C 3.708 0.888 -2.338  0.008
C 2.821 0.648 -1.305  -0.103
N 1.528 0.372 -1.531  -0.104
C 1.090 0.333 -2.807  -0.213
H 3.945 0.998 -4.476  0.135
H 4.741 1.119 -2.113  0.137
H 3.149 0.685 -0.279  0.108
H 0.039 0.149 -2.976  0.076

Summary:
* Kohn-Sham gap (spin up / spin down): 9.03 / 4.33 eV
* expectation value of S²: 6.020
* charge: +3
* spin multiplicity: 5
* F_max: 0.85 eV Å⁻¹
* electronic energy: -4252.745671 a.u.